{
  "formula": "C28H28BF5N2O8RuSTe",
  "method": "ωB97M-V with the def2-TZVPD basis set",
  "species": ["Ru", "C", "O", "C", "C", "C", "C", "C", "C", "N", "N", "C", "C", "O", "C", "C", "C", "C", "C", "C", "C", "C", "H", "H", "H", "H", "H", "H", "H", "H", "H", "H", "H", "H", "H", "C", "C", "C", "C", "C", "C", "C", "C", "O", "B", "O", "C", "C", "H", "H", "H", "H", "H", "H", "H", "H", "H", "H", "H", "H", "F", "Te", "F", "F", "F", "F", "O", "C", "S", "O", "O", "O", "H", "H", "H"],
  "xyz": [[0.811, 0.773, -2.051], [3.498, -0.492, -1.016], [2.296, 0.228, -0.663], [2.301, 1.047, 0.438], [3.199, 0.912, 1.481], [3.094, 1.763, 2.571], [2.104, 2.736, 2.619], [1.209, 2.868, 1.571], [1.305, 2.025, 0.475], [0.437, 2.079, -0.656], [-0.535, 2.875, -0.586], [-1.413, 3.029, -1.611], [-1.382, 2.371, -2.867], [-0.542, 1.471, -3.250], [-2.373, 2.720, -3.849], [-3.329, 3.634, -3.601], [-3.404, 4.313, -2.342], [-4.409, 5.265, -2.093], [-4.481, 5.914, -0.888], [-3.535, 5.619, 0.104], [-2.546, 4.693, -0.120], [-2.453, 4.013, -1.351], [3.677, -1.277, -0.288], [4.321, 0.219, -1.084], [3.293, -0.939, -1.982], [3.958, 0.144, 1.452], [3.792, 1.658, 3.392], [2.032, 3.396, 3.472], [0.437, 3.624, 1.578], [-2.312, 2.190, -4.790], [-4.068, 3.869, -4.358], [-5.129, 5.475, -2.876], [-5.257, 6.645, -0.702], [-3.582, 6.126, 1.060], [-1.824, 4.473, 0.651], [-1.701, -3.542, 5.018], [-0.919, -4.549, 4.175], [0.224, -5.104, 5.036], [-1.870, -5.694, 3.802], [-0.343, -3.923, 2.903], [-0.520, -2.584, 2.584], [0.013, -2.022, 1.413], [0.732, -2.838, 0.579], [1.352, -2.524, -0.586], [1.992, -3.786, -1.080], [1.633, -4.810, -0.081], [0.914, -4.195, 0.876], [0.388, -4.743, 2.022], [-2.093, -4.039, 5.908], [-2.545, -3.126, 4.465], [-1.067, -2.716, 5.347], [-0.172, -5.564, 5.946], [0.910, -4.305, 5.323], [0.798, -5.858, 4.497], [-2.290, -6.150, 4.703], [-1.357, -6.472, 3.237], [-2.692, -5.323, 3.187], [-1.086, -1.939, 3.240], [-0.152, -0.981, 1.165], [0.546, -5.795, 2.224], [1.405, -4.058, -2.349], [-0.302, -2.121, -2.811], [-0.112, -3.071, -4.436], [-0.620, -0.395, -1.255], [-1.783, -1.264, -3.628], [3.362, -3.638, -1.232], [0.998, -0.937, -3.258], [1.836, 2.751, -5.200], [2.443, 2.958, -3.550], [3.792, 3.449, -3.641], [1.480, 3.767, -2.835], [2.447, 1.539, -3.003], [1.734, 3.741, -5.639], [0.874, 2.247, -5.148], [2.555, 2.154, -5.756]],
  "forces_ev_per_angstrom": [[-0.047, -0.433, -0.207], [-0.031, 0.017, -0.013], [-0.042, -0.086, 0.078], [-0.075, -0.019, -0.042], [-0.019, 0.007, -0.019], [-0.026, 0.025, 0.011], [0.029, -0.024, 0.004], [0.007, -0.009, -0.035], [0.015, -0.033, -0.013], [0.125, 0.153, -0.111], [0.052, -0.002, 0.055], [-0.015, 0.001, -0.021], [-0.029, 0.022, 0.004], [0.135, 0.069, 0.057], [0.007, -0.009, -0.002], [-0.004, 0.004, 0.000], [0.003, -0.001, -0.006], [-0.004, 0.002, 0.003], [-0.002, -0.002, 0.000], [0.000, -0.002, -0.002], [0.002, 0.001, 0.006], [-0.002, -0.004, 0.000], [-0.013, 0.002, -0.007], [0.008, -0.003, -0.003], [-0.008, -0.003, 0.007], [0.007, -0.001, -0.009], [0.000, 0.006, 0.001], [0.004, -0.001, 0.001], [-0.002, 0.003, -0.005], [-0.003, 0.001, -0.001], [0.001, 0.000, -0.001], [0.000, -0.001, 0.000], [-0.001, 0.001, 0.001], [-0.001, 0.000, 0.001], [0.001, -0.002, 0.001], [0.001, 0.005, 0.002], [0.007, -0.007, 0.000], [-0.003, -0.001, -0.001], [-0.005, -0.003, 0.001], [-0.010, 0.004, -0.009], [-0.002, -0.016, 0.001], [0.009, 0.025, 0.008], [-0.021, 0.001, 0.098], [0.000, 0.084, -0.036], [0.046, 0.000, 0.089], [0.069, 0.012, -0.015], [-0.049, 0.007, -0.028], [0.009, 0.008, 0.003], [0.000, 0.000, -0.001], [-0.001, -0.002, 0.004], [-0.001, 0.001, -0.002], [0.000, 0.002, -0.002], [0.001, -0.001, 0.000], [0.000, -0.001, 0.001], [0.001, 0.000, -0.001], [0.000, 0.001, -0.002], [-0.001, 0.000, 0.001], [0.005, -0.003, -0.003], [0.019, -0.002, -0.007], [0.003, 0.004, 0.000], [0.054, -0.048, -0.082], [-0.002, -0.098, 0.131], [-0.018, -0.018, -0.055], [0.028, -0.001, -0.019], [-0.028, 0.076, -0.013], [-0.053, -0.048, -0.008], [0.032, 0.039, 0.039], [-0.021, -0.003, 0.012], [-0.014, 0.079, -0.007], [-0.001, -0.027, -0.002], [0.047, 0.021, -0.047], [-0.188, 0.235, 0.217], [0.009, -0.001, -0.007], [0.002, 0.006, 0.000], [-0.001, -0.007, 0.007]],
  "largest_force_ev_per_a": 0.48,
  "homo_lumo_gap_ev": [6.63, 6.59],
  "total_energy_ev": -83835.046,
  "relative_energy_kj_mol": 0.0,
  "s_squared": 0.758,
  "lumo_ha": [0.0479, 0.0466],
  "spin_multiplicity": 2,
  "charge": -1
}

***

{
  "formula": "C36H35N8S3Ti",
  "method": "ωB97M-V with the def2-TZVPD basis set",
  "species": ["Ti", "C", "N", "C", "C", "N", "C", "C", "C", "C", "C", "C", "C", "S", "C", "C", "C", "C", "C", "C", "S", "H", "H", "H", "H", "H", "H", "H", "H", "H", "H", "H", "H", "H", "H", "H", "H", "H", "H", "N", "C", "S", "N", "N", "C", "C", "C", "C", "C", "C", "C", "C", "C", "C", "C", "C", "N", "H", "H", "H", "H", "H", "H", "H", "H", "H", "H", "H", "N", "C", "N", "C", "C", "C", "C", "C", "C", "H", "H", "H", "H", "H", "H"],
  "xyz": [[-0.343, -0.378, -0.062], [2.910, -2.348, 0.617], [1.613, -2.571, -0.040], [0.801, -3.590, 0.599], [0.084, -2.953, 1.787], [-0.970, -1.999, 1.369], [-1.466, -1.367, 2.609], [-2.020, -2.804, 0.737], [-2.859, -3.623, 1.483], [-3.800, -4.436, 0.878], [-3.903, -4.472, -0.503], [-3.065, -3.686, -1.265], [-2.127, -2.854, -0.659], [-1.092, -1.897, -1.694], [1.818, -2.731, -1.446], [1.964, -3.952, -2.080], [2.178, -3.998, -3.447], [2.242, -2.829, -4.183], [2.118, -1.600, -3.556], [1.906, -1.548, -2.186], [1.726, -0.029, -1.311], [3.024, -3.003, 1.481], [3.008, -1.309, 0.940], [3.731, -2.555, -0.073], [1.391, -4.446, 0.961], [0.065, -3.966, -0.119], [0.804, -2.399, 2.395], [-0.377, -3.746, 2.395], [-1.729, -2.118, 3.361], [-2.353, -0.766, 2.399], [-0.675, -0.741, 3.026], [-2.795, -3.631, 2.559], [-4.453, -5.043, 1.486], [-4.630, -5.106, -0.984], [-3.106, -3.690, -2.344], [1.929, -4.868, -1.510], [2.306, -4.950, -3.934], [2.384, -2.877, -5.250], [2.175, -0.680, -4.115], [-3.834, 2.374, 0.526], [-2.779, 1.544, 0.672], [-2.972, -0.058, 0.084], [-1.723, 2.013, 1.266], [-0.584, 1.287, 1.362], [0.218, 1.722, 2.291], [-0.138, 2.786, 3.259], [-0.012, 2.498, 4.621], [-0.365, 3.440, 5.568], [-0.820, 4.687, 5.172], [-0.927, 4.986, 3.824], [-0.593, 4.042, 2.869], [1.533, 1.139, 2.582], [2.595, 2.009, 2.852], [3.767, 1.496, 3.373], [3.830, 0.137, 3.655], [2.738, -0.650, 3.323], [1.623, -0.180, 2.770], [-4.723, 1.971, 0.278], [-3.820, 3.244, 1.030], [0.350, 1.529, 4.942], [-0.276, 3.205, 6.618], [-1.085, 5.421, 5.918], [-1.268, 5.962, 3.515], [-0.657, 4.284, 1.820], [2.490, 3.066, 2.667], [4.602, 2.144, 3.592], [4.704, -0.292, 4.120], [2.745, -1.711, 3.543], [-1.692, 2.286, -3.172], [-1.695, 1.171, -2.421], [-0.814, 1.215, -1.446], [-0.180, 2.438, -1.563], [0.857, 3.008, -0.827], [1.305, 4.250, -1.222], [0.754, 4.922, -2.317], [-0.277, 4.378, -3.055], [-0.732, 3.127, -2.663], [-2.278, 2.469, -3.971], [-2.361, 0.342, -2.611], [1.308, 2.478, 0.000], [2.112, 4.720, -0.684], [1.159, 5.881, -2.596], [-0.703, 4.889, -3.904]],
  "forces_ev_per_angstrom": [[0.180, -0.665, -1.227], [0.287, 0.333, 0.155], [-0.121, -0.193, -0.131], [-0.301, -0.009, 0.311], [0.795, -0.679, -0.096], [-0.321, -0.193, -0.158], [-0.313, 0.366, 0.743], [-0.515, -0.514, -0.610], [0.050, 0.178, 0.152], [0.003, 0.008, -0.080], [-0.014, -0.036, 0.025], [0.171, 0.125, 0.090], [-0.120, 0.015, 0.238], [0.307, 0.386, 0.382], [0.026, 0.169, -0.362], [0.035, 0.114, 0.285], [0.001, 0.047, -0.108], [0.003, -0.106, -0.073], [-0.043, 0.175, 0.280], [0.254, -0.382, 0.416], [-0.492, 0.337, 0.073], [-0.052, -0.024, 0.035], [0.032, -0.176, -0.094], [-0.077, -0.056, 0.085], [-0.058, 0.102, -0.071], [0.201, 0.000, 0.130], [-0.142, -0.099, -0.025], [0.063, 0.258, -0.013], [0.126, 0.007, -0.121], [0.219, -0.138, 0.006], [-0.129, -0.182, -0.083], [-0.005, 0.017, 0.145], [-0.032, -0.057, 0.086], [-0.102, -0.084, -0.038], [-0.109, -0.061, -0.094], [-0.044, -0.132, 0.092], [-0.038, -0.152, -0.091], [0.070, 0.030, -0.139], [-0.003, 0.102, -0.102], [-0.084, 0.186, 0.012], [0.250, -0.576, 0.159], [0.600, -0.179, -0.048], [-0.737, 1.309, 0.161], [0.360, -0.433, 0.331], [-0.550, 0.022, -0.263], [-0.290, 0.242, 0.042], [-0.003, -0.035, -0.232], [-0.001, 0.016, 0.089], [-0.011, -0.076, 0.058], [0.078, 0.071, -0.058], [0.115, 0.074, -0.001], [0.753, -0.296, 0.168], [-0.065, -0.212, -0.145], [-0.055, -0.172, -0.032], [-0.139, 0.116, -0.108], [0.178, -0.065, 0.151], [-0.212, 0.239, -0.043], [0.090, 0.090, 0.031], [-0.031, 0.054, 0.038], [0.030, -0.060, -0.011], [0.003, -0.028, 0.072], [-0.037, 0.086, 0.037], [-0.023, 0.092, -0.044], [-0.098, -0.024, -0.071], [-0.069, 0.109, 0.029], [0.053, 0.049, 0.001], [-0.001, -0.092, 0.016], [0.067, -0.033, -0.078], [-0.096, -0.164, -0.067], [-0.275, -0.115, -0.133], [-0.353, 0.036, -0.300], [0.015, 0.707, -0.451], [-0.090, -0.057, -0.087], [0.056, -0.033, 0.103], [-0.086, 0.035, -0.098], [-0.031, -0.079, 0.011], [0.620, 0.073, 0.700], [0.012, -0.138, 0.093], [0.112, 0.081, 0.050], [0.057, 0.108, -0.058], [0.108, 0.020, 0.076], [-0.004, 0.126, -0.027], [-0.010, 0.098, -0.087]],
  "largest_force_ev_per_a": 1.51,
  "homo_lumo_gap_ev": 6.47,
  "total_energy_ev": -105439.321,
  "relative_energy_kj_mol": 80.5,
  "lumo_ha": -0.1328,
  "charge": 1
}

***

{
  "formula": "C5H8N2",
  "method": "ωB97M-V with the def2-TZVPD basis set",
  "species": ["N", "C", "C", "N", "C", "C", "C", "H", "H", "H", "H", "H", "H", "H", "H"],
  "xyz": [[1.587, -0.993, 0.583], [0.885, 0.256, 0.653], [1.149, 1.349, -0.271], [1.324, 2.205, -1.113], [-0.427, 0.392, -0.174], [-1.753, 0.027, 0.401], [-1.124, -0.838, -0.666], [2.524, -0.922, 0.965], [1.653, -1.310, -0.379], [0.774, 0.600, 1.685], [0.175, 1.669, -1.147], [-1.788, -0.393, 1.406], [-2.616, 0.637, 0.144], [-1.551, -0.827, -1.667], [-0.760, -1.812, -0.343]],
  "forces_ev_per_angstrom": [[0.195, 0.025, -0.115], [0.003, 0.163, 0.081], [0.392, 0.480, -0.353], [0.084, -0.489, 0.569], [-0.274, -0.094, -0.007], [-0.165, 0.023, 0.138], [-0.014, -0.185, -0.123], [-0.108, -0.028, -0.026], [-0.015, -0.005, 0.094], [-0.001, -0.010, -0.145], [-0.276, -0.006, -0.119], [0.021, 0.055, -0.154], [0.148, -0.096, 0.031], [0.082, 0.011, 0.164], [-0.072, 0.154, -0.035]],
  "largest_force_ev_per_a": 0.75,
  "homo_lumo_gap_ev": 8.56,
  "total_energy_ev": -8288.717,
  "relative_energy_kj_mol": 605.9,
  "lumo_ha": 0.0267
}

***

{
  "formula": "C3H9N2P",
  "method": "ωB97M-V with the def2-TZVPD basis set",
  "species": ["C", "N", "C", "C", "P", "N", "H", "H", "H", "H", "H", "H", "H", "H", "H"],
  "xyz": [[0.841, -1.344, -1.801], [0.181, -0.046, -1.657], [-0.129, 0.361, -0.338], [-0.852, 1.700, -0.374], [0.573, -0.499, 1.056], [-0.120, 0.394, 2.335], [1.661, -1.462, -1.112], [0.994, -1.545, -2.764], [0.153, -2.099, -1.351], [-0.113, 2.397, -0.102], [-1.298, 1.787, -1.332], [-1.469, 1.573, 0.498], [-0.344, -1.713, 0.962], [-0.685, -0.258, 3.020], [0.607, 0.753, 2.960]],
  "forces_ev_per_angstrom": [[-2.433, 0.672, 4.966], [-1.106, 0.957, 5.195], [1.335, -0.835, -7.761], [0.762, -2.766, 1.987], [-0.430, -1.547, -0.190], [-1.443, -1.655, 3.116], [1.155, 0.147, -0.198], [1.036, -0.860, -3.733], [0.082, 0.033, -0.718], [0.684, 1.503, -0.028], [-0.457, 0.430, -0.555], [-1.155, 0.810, 0.089], [0.941, 1.384, 0.223], [1.152, 1.763, -1.953], [-0.124, -0.037, -0.439]],
  "smiles": "C/N=C(/C)PN",
  "largest_force_ev_per_a": 7.92,
  "homo_lumo_gap_ev": 9.24,
  "total_energy_ev": -15523.713,
  "relative_energy_kj_mol": 163.0,
  "lumo_ha": 0.0221
}